Record 1
{
  "formula": "C5H9N3",
  "method": "ωB97M-V/def2-TZVPD",
  "e_tot_ev": -9798.66727,
  "de_lowest_kj_mol": 270.1,
  "total_charge": 0,
  "max_force_ev_per_a": 2.0,
  "smiles": "C=C(C)N(C)NC#N",
  "elements": ["C", "C", "N", "N", "C", "C", "C", "N", "H", "H", "H", "H", "H", "H", "H", "H", "H"],
  "coordinates": [[0.386, -1.837, 0.160], [-1.872, -0.034, 0.225], [0.627, -0.414, 0.222], [1.279, 0.032, -0.956], [-0.488, 0.512, 0.378], [-0.238, 1.765, 0.762], [2.282, 0.890, -0.890], [3.189, 1.593, -0.843], [0.774, 0.024, -1.841], [-0.105, -2.138, 1.082], [1.354, -2.332, 0.065], [-0.237, -2.163, -0.687], [-1.996, -0.541, -0.734], [-2.094, -0.752, 1.016], [-2.596, 0.774, 0.293], [0.771, 2.154, 0.820], [-1.036, 2.465, 0.927]],
  "forces_ev_per_a": [[-0.08, -0.21, -0.19], [0.00, 0.01, 0.05], [-0.21, 1.73, -1.06], [0.38, -1.04, -0.77], [-0.17, -0.22, 1.45], [0.16, -0.34, -0.51], [-0.01, -0.34, 0.30], [0.50, 0.56, 0.01], [-0.13, -0.04, 0.39], [0.08, -0.09, 0.04], [-0.14, 0.04, 0.16], [0.00, 0.13, 0.05], [-0.07, -0.01, -0.01], [-0.06, -0.10, -0.02], [-0.03, -0.02, -0.03], [0.02, -0.14, 0.27], [-0.24, 0.09, -0.13]],
  "mulliken_charge": [-0.88, -1.26, 0.01, -0.33, 0.85, -1.07, 0.32, -0.46, 0.28, 0.36, 0.30, 0.34, 0.31, 0.29, 0.38, 0.28, 0.29]
}

=====

Record 2
{
  "formula": "C5H9NO",
  "method": "ωB97M-V/def2-TZVPD",
  "e_tot_ev": -8867.26419,
  "de_lowest_kj_mol": 188.0,
  "total_charge": 0,
  "max_force_ev_per_a": 0.5,
  "smiles": "CC(=O)[C@@H]1CN1C",
  "elements": ["C", "N", "C", "C", "C", "O", "C", "H", "H", "H", "H", "H", "H", "H", "H", "H"],
  "coordinates": [[1.369, 0.078, -1.765], [0.729, 0.244, -0.473], [1.030, -0.743, 0.532], [-0.305, -0.716, -0.137], [-1.523, -0.229, 0.595], [-2.494, -0.951, 0.696], [-1.486, 1.169, 1.167], [2.310, 0.637, -1.769], [0.719, 0.487, -2.544], [1.588, -0.976, -2.008], [1.683, -1.575, 0.263], [1.144, -0.380, 1.552], [-0.510, -1.533, -0.831], [-2.247, 1.266, 1.944], [-0.498, 1.438, 1.548], [-1.710, 1.876, 0.360]],
  "forces_ev_per_a": [[0.06, -0.02, -0.16], [0.02, 0.08, -0.01], [0.16, -0.08, 0.20], [-0.19, -0.15, -0.07], [-0.19, -0.14, 0.01], [0.38, 0.28, -0.04], [-0.04, 0.03, 0.06], [-0.13, -0.09, -0.01], [0.10, -0.04, 0.10], [-0.07, 0.13, 0.06], [-0.11, 0.15, 0.02], [-0.04, -0.04, -0.16], [0.04, 0.13, 0.09], [0.09, -0.04, -0.12], [-0.13, -0.07, -0.06], [0.05, -0.11, 0.08]],
  "mulliken_charge": [-0.85, -0.21, -0.38, 0.07, 0.25, -0.57, -1.05, 0.28, 0.29, 0.32, 0.28, 0.21, 0.40, 0.35, 0.35, 0.26]
}

=====

Record 3
{
  "formula": "C2H3N4P",
  "method": "ωB97M-V/def2-TZVPD",
  "e_tot_ev": -17366.31309,
  "de_lowest_kj_mol": 158.6,
  "total_charge": 0,
  "max_force_ev_per_a": 3.7,
  "elements": ["C", "C", "N", "N", "N", "N", "P", "H", "H", "H"],
  "coordinates": [[1.270, -0.850, 0.069], [-0.077, -0.436, -0.003], [2.047, 0.167, 0.184], [-0.030, 0.961, -0.126], [-1.142, -1.135, 0.194], [1.240, 1.229, 0.060], [-2.971, 0.320, -0.007], [1.789, -1.770, 0.049], [1.448, 2.202, 0.271], [-3.574, -0.688, -0.690]],
  "forces_ev_per_a": [[0.70, -0.58, 0.21], [-0.31, 2.01, -0.42], [1.20, 1.89, -0.02], [0.06, -1.01, 0.71], [-3.52, 0.94, -0.58], [-0.94, 0.46, -0.13], [3.11, -0.90, 0.98], [-0.34, -1.13, 0.15], [0.69, -0.59, -0.23], [-0.67, -1.09, -0.67]],
  "mulliken_charge": [-0.15, 0.57, -0.55, -0.38, -0.64, 0.19, 0.17, 0.46, 0.26, 0.05]
}

=====

Record 4
{
  "formula": "C22H37FeO2Si",
  "method": "ωB97M-V/def2-TZVPD",
  "e_tot_ev": -69772.49885,
  "de_lowest_kj_mol": 0.0,
  "s_squared": 6.027,
  "total_charge": -1,
  "max_force_ev_per_a": 2.5,
  "spin_multiplicity": 5,
  "elements": ["O", "C", "C", "H", "H", "C", "H", "H", "C", "H", "H", "H", "C", "H", "H", "H", "Fe", "C", "C", "C", "H", "C", "C", "H", "H", "H", "H", "C", "C", "C", "H", "C", "C", "H", "H", "H", "H", "O", "C", "C", "H", "H", "C", "H", "H", "C", "H", "H", "H", "H", "C", "Si", "C", "C", "H", "H", "H", "H", "H", "H", "H", "H", "H"],
  "coordinates": [[0.203, -0.250, -5.282], [0.004, 1.054, -5.867], [-0.240, 0.462, -7.251], [0.893, 1.682, -5.771], [-0.845, 1.575, -5.419], [-0.022, -0.908, -6.578], [0.498, 0.720, -8.006], [-1.237, 0.616, -7.655], [1.215, -1.653, -7.015], [2.081, -0.994, -7.023], [1.085, -2.063, -8.017], [1.424, -2.478, -6.335], [-1.240, -1.798, -6.514], [-2.110, -1.239, -6.176], [-1.074, -2.621, -5.820], [-1.462, -2.220, -7.495], [-0.359, -0.574, 2.732], [-2.317, -1.064, 3.977], [-2.019, 0.298, 4.151], [-2.195, 0.936, 2.901], [-1.685, 0.772, 5.057], [-2.605, -0.034, 1.970], [-2.662, -1.277, 2.622], [-2.917, -2.222, 2.171], [-2.277, -1.817, 4.745], [-2.000, 1.973, 2.699], [-2.793, 0.139, 0.924], [0.747, -2.013, 4.281], [-0.023, -2.810, 3.402], [0.506, -2.677, 2.104], [-0.869, -3.417, 3.671], [1.625, -1.812, 2.191], [1.774, -1.419, 3.528], [2.491, -0.709, 3.896], [0.576, -1.876, 5.335], [0.149, -3.179, 1.221], [2.224, -1.462, 1.369], [-0.034, 0.025, 0.589], [-0.405, -0.855, -0.494], [-0.717, 0.049, -1.669], [-1.246, -1.462, -0.168], [0.439, -1.514, -0.703], [0.208, 1.232, -1.416], [-1.759, 0.368, -1.637], [-0.544, -0.444, -2.623], [0.139, 1.379, 0.088], [-0.103, 2.139, -1.929], [1.224, 0.997, -1.731], [-0.720, 1.972, 0.403], [1.025, 1.789, 0.557], [1.172, 1.406, 5.538], [0.970, 1.562, 3.677], [0.158, 3.228, 3.401], [2.712, 1.839, 2.991], [0.192, 1.374, 6.049], [1.734, 2.285, 5.914], [1.739, 0.488, 5.790], [0.821, 4.018, 3.810], [0.006, 3.411, 2.320], [-0.802, 3.289, 3.952], [3.131, 2.740, 3.484], [3.420, 1.014, 3.175], [2.692, 2.033, 1.905]],
  "forces_ev_per_a": [[-0.06, -0.06, -0.33], [0.04, 0.01, 0.20], [-0.03, -0.05, -0.15], [0.00, -0.03, 0.02], [0.00, -0.04, 0.02], [0.04, 0.22, 0.27], [0.05, 0.00, -0.03], [-0.06, 0.00, -0.01], [0.08, -0.05, 0.00], [0.04, 0.07, 0.01], [-0.04, -0.01, -0.07], [-0.01, -0.03, 0.06], [-0.06, -0.05, 0.03], [-0.04, 0.06, 0.03], [0.04, -0.03, 0.05], [0.02, 0.00, -0.08], [0.54, 0.82, 0.52], [-0.45, 0.18, 0.10], [-0.51, 0.00, -0.01], [-0.37, 0.15, 0.01], [-0.02, 0.00, 0.10], [-0.17, 0.15, -0.05], [-0.30, -0.07, 0.18], [-0.03, -0.11, -0.04], [0.08, -0.09, 0.06], [-0.06, 0.08, -0.08], [-0.03, 0.03, -0.16], [0.16, -0.61, 0.06], [0.34, -0.16, 0.20], [0.24, -0.11, 0.02], [-0.13, -0.01, 0.02], [0.26, -0.27, -0.10], [0.18, -0.22, 0.05], [0.13, -0.06, 0.06], [-0.06, 0.04, 0.10], [-0.05, -0.05, -0.12], [0.07, 0.04, -0.12], [0.10, 0.39, -0.99], [0.14, 0.30, 0.39], [-0.03, -0.08, -0.13], [-0.09, -0.03, 0.08], [0.09, -0.06, -0.03], [0.05, 0.11, -0.14], [-0.09, 0.06, 0.05], [0.04, 0.01, -0.12], [-0.23, -0.75, 0.41], [-0.03, 0.10, -0.07], [0.08, -0.06, -0.02], [-0.14, 0.05, 0.03], [0.16, 0.05, 0.02], [0.39, 0.28, 0.69], [-0.94, -1.88, -1.39], [0.01, 1.01, 0.37], [0.80, 0.62, 0.23], [0.43, -0.03, -0.15], [-0.15, -0.32, 0.14], [-0.29, 0.42, -0.01], [-0.30, 0.00, -0.23], [-0.08, 0.04, 0.52], [0.36, 0.05, -0.42], [0.11, -0.19, -0.27], [-0.27, 0.22, -0.12], [0.04, -0.06, 0.31]],
  "mulliken_charge": [-0.39, -0.40, -0.87, 0.28, 0.24, 1.62, 0.30, 0.30, -1.65, 0.39, 0.38, 0.36, -1.68, 0.38, 0.36, 0.40, 1.52, -1.11, -0.38, -0.88, 0.65, -0.62, -0.67, 0.45, 0.55, 0.43, 0.60, -0.96, -0.75, -0.51, 0.60, -0.62, -0.91, 0.90, 0.40, 0.49, 0.37, 0.49, -0.81, -0.46, 0.31, 0.30, -0.72, 0.25, 0.25, -0.02, 0.41, 0.28, 0.11, -0.20, -1.27, 0.29, -1.22, -1.42, 0.24, 0.36, 0.28, 0.45, 0.22, 0.25, 0.39, 0.36, 0.34]
}

=====

Record 5
{
  "formula": "C4H8N3O3",
  "method": "ωB97M-V/def2-TZVPD",
  "e_tot_ev": -14875.15234,
  "de_lowest_kj_mol": 546.8,
  "total_charge": 1,
  "max_force_ev_per_a": 5.0,
  "elements": ["C", "C", "C", "C", "N", "N", "N", "O", "O", "O", "H", "H", "H", "H", "H", "H", "H", "H"],
  "coordinates": [[-2.717, 0.765, -0.484], [1.384, -0.707, 0.717], [0.479, -1.878, 1.157], [1.056, -0.774, -0.757], [-2.701, -0.768, 0.323], [-0.557, -1.748, 0.235], [-3.968, 0.884, -0.415], [-1.868, -1.507, 0.761], [-0.325, -0.886, -0.854], [-1.775, 1.361, -0.734], [1.181, 0.125, 1.247], [2.423, -1.001, 0.964], [0.945, -2.876, 1.066], [-0.008, -1.648, 2.206], [1.471, 0.056, -1.350], [1.366, -1.736, -1.048], [-4.519, 0.153, -0.050], [-4.483, 1.729, -0.488]],
  "forces_ev_per_a": [[2.01, -1.74, 0.77], [1.74, -3.88, -0.67], [0.31, 1.38, 3.67], [2.23, 1.58, 0.19], [-0.89, 0.15, -0.12], [-3.54, -0.26, -3.48], [-3.76, 0.57, -0.05], [1.25, -0.68, 0.80], [-1.64, -0.24, 1.67], [2.06, 1.48, -0.76], [-0.95, 3.11, 1.31], [-0.40, 0.34, -0.51], [-0.30, 0.52, 0.25], [1.30, -1.01, -1.81], [-0.57, -0.47, 0.00], [1.46, -0.93, -1.12], [-0.43, -1.03, 0.37], [0.16, 1.11, -0.52]],
  "mulliken_charge": [0.49, -0.67, -0.49, -0.34, -0.22, 0.28, -0.18, 0.13, -0.27, -0.30, 0.35, 0.34, 0.33, 0.31, 0.36, 0.34, 0.29, 0.26]
}